No. 1
Density functional theory data (wB97M-V/def2-TZVPD) for 3 unconnected molecules or ions with the total composition C5H12O2 in a non-equilibrium geometry.

For the electronic energy, the calculation gives -9469.699 eV. For the gap between HOMO and LUMO, the calculation gives 0.170 hartree. The energy above the lowest of the compared OMol25 structures with the same formula, charge and spin is 125.4 kcal/mol. The value obtained for the LUMO energy is -3.0 eV. The calculation puts the highest occupied orbital energy at -7.66 eV.

```
19
Properties=species:S:1:pos:R:3:nbo_charge:R:1
H 2.589 -1.530 1.222 0.44
H 0.167 0.304 1.151 0.32
O 2.735 1.405 0.296 -1.09
H 0.547 0.995 -0.347 0.28
C -1.371 -0.906 -0.852 0.26
H 0.554 -1.013 -1.522 0.32
H 0.392 -1.549 0.132 0.36
H 2.609 0.440 0.742 0.51
C -0.273 0.916 0.352 -0.70
C -1.512 0.329 -0.194 -0.14
H -3.630 0.273 -0.058 0.20
H -2.183 -1.217 -1.503 0.20
O 2.002 -0.776 1.122 -1.21
H -0.395 1.891 0.820 0.23
H -0.161 -2.625 -1.187 0.24
H 3.558 1.863 0.467 0.45
H -2.797 1.919 0.237 0.22
C -2.736 0.873 -0.026 -0.12
C -0.094 -1.593 -0.853 -0.77
```

---

No. 2
Density functional theory data (wB97M-V/def2-TZVPD) for C5H12O2 in the gas phase.

The SMILES is CC[C@@H](O)[C@@H](C)O. For the electronic energy, the calculation gives -9474.595 eV. For the gap between HOMO and LUMO, the calculation gives 0.400 hartree. The energy above the lowest of the compared OMol25 structures with the same formula, charge and spin is 12.5 kcal/mol. The value obtained for the LUMO energy is 0.8 eV. The calculation puts the highest occupied orbital energy at -10.04 eV.

```
19
Properties=species:S:1:pos:R:3:nbo_charge:R:1
C 0.055 0.230 0.300 0.08
C -0.512 -1.012 0.988 -0.42
H 1.752 -0.389 -0.278 0.48
C -0.355 0.317 -1.177 0.08
H -0.707 2.450 -1.316 0.22
C -0.075 -1.108 2.446 -0.61
H -0.304 1.128 0.821 0.17
O 1.468 0.267 0.378 -0.72
H -1.608 -0.984 0.917 0.20
H 0.698 -0.362 -2.689 0.48
C -0.058 1.689 -1.762 -0.64
H -0.232 1.704 -2.846 0.20
H -0.471 -0.268 3.030 0.20
H 0.982 1.961 -1.556 0.23
H -0.425 -2.036 2.910 0.21
H -1.428 0.092 -1.270 0.17
H -0.184 -1.899 0.430 0.21
O 0.391 -0.706 -1.842 -0.74
H 1.016 -1.074 2.515 0.22
```

---

No. 3
Density functional theory data (wB97M-V/def2-TZVPD) for 2 unconnected molecules or ions with the total composition C5H12O2 in a non-equilibrium geometry.

The SMILES is C=CCCCO.O. For the electronic energy, the calculation gives -9473.017 eV. For the gap between HOMO and LUMO, the calculation gives 0.381 hartree. The energy above the lowest of the compared OMol25 structures with the same formula, charge and spin is 48.9 kcal/mol. The value obtained for the LUMO energy is 0.8 eV. The calculation puts the highest occupied orbital energy at -9.52 eV.

```
19
Properties=species:S:1:pos:R:3:nbo_charge:R:1
O -1.613 -2.935 -0.065 -0.72
H 2.623 0.981 1.790 0.47
C -0.299 2.243 -1.025 -0.40
O 2.315 1.802 1.396 -0.94
H -2.064 -0.922 -0.048 0.16
H -0.263 -0.377 -1.610 0.21
H -1.744 -1.637 1.496 0.18
H -0.064 1.395 0.846 0.22
C -1.403 -1.622 0.475 -0.07
C 0.349 -0.113 -0.749 -0.45
H 0.447 -0.872 1.342 0.20
H -1.971 -2.810 -0.948 0.47
H 0.652 -2.034 0.171 0.22
H -0.645 3.176 -0.612 0.19
H 2.606 1.846 0.479 0.48
C 0.093 1.267 -0.212 -0.18
C 0.031 -1.155 0.372 -0.43
H 1.370 -0.405 -0.999 0.21
H -0.419 2.171 -2.099 0.19
```

---

No. 4
Density functional theory data (wB97M-V/def2-TZVPD) for 2 unconnected molecules or ions with the total composition C5H12O2.

For the electronic energy, the calculation gives -9469.133 eV. For the gap between HOMO and LUMO (alpha / beta), the calculation gives 0.283 / 0.283 hartree. The energy above the lowest of the compared OMol25 structures with the same formula, charge and spin is 138.4 kcal/mol. The value obtained for the LUMO energy (alpha / beta) is 0.1 / 0.1 eV. The calculation puts the highest occupied orbital energy (alpha / beta) at -7.56 / -7.56 eV.

```
19
Properties=species:S:1:pos:R:3:nbo_charge:R:1
O -0.337 -0.343 0.816 -0.70
H -0.622 -3.673 0.390 0.21
C -0.781 1.285 -0.324 -0.10
H -0.509 -1.525 -0.871 0.17
H -0.884 0.773 -1.277 0.20
H 0.514 0.018 0.306 0.47
C -0.797 -1.533 0.193 -0.08
C 1.565 0.978 -0.534 -0.39
C 0.046 2.539 -0.422 -0.13
H 0.861 -2.787 0.801 0.21
H -1.892 -1.535 0.250 0.18
O 1.147 2.172 -1.178 -0.53
H -1.698 1.338 0.261 0.20
H 2.156 0.385 -1.239 0.18
H 2.163 1.215 0.364 0.16
H -0.526 3.342 -0.919 0.20
H -0.503 -2.784 1.931 0.21
C -0.231 -2.769 0.871 -0.62
H 0.328 2.905 0.581 0.17
```

---

No. 5
Density functional theory data (wB97M-V/def2-TZVPD) for 2 unconnected molecules or ions with the total composition C5H12O2.

The SMILES is CCC=O.CCO. For the electronic energy, the calculation gives -9473.889 eV. For the gap between HOMO and LUMO, the calculation gives 0.398 hartree. The energy above the lowest of the compared OMol25 structures with the same formula, charge and spin is 28.7 kcal/mol. The value obtained for the LUMO energy is 0.8 eV. The calculation puts the highest occupied orbital energy at -9.97 eV.

```
19
Properties=species:S:1:pos:R:3:nbo_charge:R:1
H -3.340 -0.370 0.850 0.21
C -0.878 0.809 0.624 0.45
H -1.015 -1.304 0.546 0.23
H 3.122 -1.306 -1.456 0.46
O 2.187 -1.431 -1.660 -0.72
C 1.954 1.008 -1.630 -0.64
O -0.029 1.581 1.005 -0.53
H 1.312 1.815 -1.261 0.23
H 2.976 1.223 -1.292 0.20
C -2.676 -0.539 1.706 -0.60
C -1.206 -0.507 1.278 -0.52
H -1.493 1.049 -0.273 0.10
H 1.945 1.009 -2.724 0.21
C 1.483 -0.338 -1.102 -0.06
H 1.538 -0.350 -0.002 0.16
H 0.434 -0.502 -1.377 0.16
H -2.881 0.237 2.450 0.21
H -0.530 -0.653 2.125 0.22
H -2.932 -1.507 2.144 0.22
```

---

No. 6
Density functional theory data (wB97M-V/def2-TZVPD) for C5H12O2 in the gas phase.

The SMILES is CO[C@@H](C)CCO. For the electronic energy, the calculation gives -9473.979 eV. For the gap between HOMO and LUMO, the calculation gives 0.405 hartree. The energy above the lowest of the compared OMol25 structures with the same formula, charge and spin is 26.7 kcal/mol. The value obtained for the LUMO energy is 1.0 eV. The calculation puts the highest occupied orbital energy at -10.02 eV.

```
19
Properties=species:S:1:pos:R:3:nbo_charge:R:1
H 2.261 -1.332 -1.757 0.18
H -2.189 -0.821 0.952 0.17
H 1.129 0.689 -1.851 0.21
H -0.003 2.348 0.657 0.21
O 0.566 -2.150 -1.035 -0.72
C 1.619 -1.220 -0.887 -0.06
C -0.222 0.389 -0.235 0.10
O -0.174 -0.323 1.000 -0.56
H -0.582 2.363 -1.023 0.22
H -1.688 1.920 0.280 0.21
H -1.761 0.505 2.069 0.17
H 2.207 -1.457 0.007 0.16
H 0.082 -2.107 -0.198 0.47
C -1.418 -0.448 1.644 -0.25
H -1.286 -1.166 2.456 0.20
C 1.161 0.252 -0.846 -0.44
H -0.934 -0.127 -0.899 0.17
H 1.882 0.845 -0.270 0.21
C -0.651 1.839 -0.064 -0.64
```

---

No. 7
Density functional theory data (wB97M-V/def2-TZVPD) for 3 unconnected molecules or ions with the total composition C5H12O2 in a non-equilibrium geometry.

As for the spin multiplicity: 2. Its charge is +1. For the electronic energy, the calculation gives -9462.987 eV. For the gap between HOMO and LUMO (alpha / beta), the calculation gives 0.328 / 0.175 hartree. The energy above the lowest of the compared OMol25 structures with the same formula, charge and spin is 47.3 kcal/mol. The value obtained for the LUMO energy (alpha / beta) is -4.7 / -8.8 eV. The calculation puts the highest occupied orbital energy (alpha / beta) at -13.60 / -13.60 eV. Its expectation value of S² is 0.770.

```
19
Properties=species:S:1:pos:R:3:nbo_charge:R:1
C 2.425 0.387 -1.835 -0.68
H -3.349 0.268 -2.595 0.49
C 1.507 -0.149 -0.757 0.04
H -3.552 2.039 1.954 0.47
H -2.892 3.305 2.691 0.47
H 3.433 0.327 -1.404 0.24
H 1.274 -0.435 2.294 0.24
C 1.877 -0.681 0.341 -0.18
H -0.550 -2.282 2.566 0.25
H 0.396 -0.044 -0.879 0.22
O -3.706 2.775 2.564 -0.94
H -0.632 -2.490 0.808 0.23
O -2.639 -0.018 -1.996 -0.96
H 2.349 1.429 -2.103 0.28
H 2.197 -0.244 -2.785 0.28
H -1.860 -0.460 -2.591 0.47
C 0.896 -1.028 1.420 -0.07
H 2.910 -0.720 0.710 0.26
C -0.086 -1.979 1.597 -0.10
```

---

No. 8
Density functional theory data (wB97M-V/def2-TZVPD) for 2 unconnected molecules or ions with the total composition C5H12O2 in a non-equilibrium geometry.

As for the spin multiplicity: 2. Its charge is +1. For the electronic energy, the calculation gives -9463.798 eV. For the gap between HOMO and LUMO (alpha / beta), the calculation gives 0.376 / 0.233 hartree. The energy above the lowest of the compared OMol25 structures with the same formula, charge and spin is 28.6 kcal/mol. The value obtained for the LUMO energy (alpha / beta) is -4.6 / -8.5 eV. The calculation puts the highest occupied orbital energy (alpha / beta) at -14.82 / -14.82 eV. Its expectation value of S² is 0.755.

```
19
Properties=species:S:1:pos:R:3:nbo_charge:R:1
H -0.161 -0.373 -1.553 0.31
H -1.879 -2.554 -1.256 0.26
H 1.293 0.559 2.751 0.22
H -2.505 -0.769 -1.176 0.24
C 0.227 0.921 2.499 -0.13
C -1.847 -1.580 -0.778 -0.59
O 0.433 2.199 1.853 -0.59
O 2.104 1.020 -2.935 -0.94
C -0.353 -1.127 -0.777 -0.54
H 1.541 1.696 -3.333 0.48
H 2.571 1.463 -2.220 0.47
H -1.066 0.930 0.806 0.24
H 1.242 2.115 1.319 0.49
C -0.326 0.244 1.226 0.04
H 0.158 -1.920 -1.312 0.26
H -0.503 1.005 3.270 0.24
H -2.271 -1.671 0.212 0.22
C 0.266 -0.779 0.503 0.10
H 1.075 -1.378 0.903 0.24
```